[1]
DFT (wB97M-V/def2-TZVPD) results for a structure of composition C20H28NO2Sc in a non-equilibrium geometry.

Computed properties:
E_HOMO (spin up / spin down) = -0.157 / -0.152 hartree
Net charge = 0

```
52
Properties=species:S:1:pos:R:3:nbo_charge:R:1
O -0.586 2.336 -1.437 -0.55
C 0.419 3.362 -1.845 -0.07
C -0.456 4.425 -1.144 -0.44
H 0.416 3.481 -2.950 0.17
H 1.429 3.160 -1.448 0.19
C -1.566 3.337 -1.042 0.26
H -0.603 5.339 -1.724 0.21
H -0.105 4.608 -0.117 0.21
C -2.575 3.167 -2.180 -0.62
H -2.078 3.383 -3.132 0.21
H -3.506 3.740 -2.076 0.20
H -2.884 2.116 -2.197 0.22
C -2.289 3.151 0.289 -0.64
H -1.782 3.565 1.167 0.21
H -2.465 2.085 0.496 0.23
H -3.283 3.627 0.232 0.21
Sc 0.649 -1.194 0.809 0.71
C 1.422 0.460 2.632 -0.27
C 2.147 -0.768 2.666 -0.34
C 2.922 -0.863 1.467 -0.35
H 2.185 -1.471 3.492 0.24
C 2.618 0.285 0.662 -0.34
C 1.688 1.100 1.385 -0.31
H 1.347 2.105 1.114 0.22
H 0.806 0.872 3.434 0.22
H 3.603 -1.682 1.228 0.22
H 3.076 0.550 -0.289 0.22
C -0.666 -1.783 2.867 -0.25
C -1.326 -0.718 2.152 -0.32
C -1.771 -1.243 0.907 -0.29
H -1.537 0.261 2.592 0.23
C -1.270 -2.580 0.788 -0.36
C -0.503 -2.894 1.963 -0.43
H 0.028 -3.834 2.178 0.24
H 0.094 -1.301 6.315 0.44
H -2.452 -0.738 0.218 0.23
H -1.470 -3.253 -0.044 0.22
O 0.663 -1.356 -1.174 -0.54
C -0.023 -1.477 -2.575 -0.04
C 0.704 -2.571 -3.353 -0.44
H 0.034 -0.496 -3.039 0.22
H -1.037 -1.770 -2.311 0.20
C 1.381 -3.443 -2.283 -0.42
H 1.467 -2.205 -4.053 0.22
H -0.036 -3.163 -3.892 0.23
C 1.271 -2.724 -0.927 -0.11
H 2.449 -3.594 -2.452 0.23
H 0.837 -4.398 -2.190 0.22
H 2.195 -2.557 -0.367 0.24
H 0.528 -3.279 -0.321 0.24
N 0.072 -1.483 5.319 -0.68
C -0.182 -1.673 4.189 0.47
```



[2]
DFT (wB97M-V/def2-TZVPD) results for a structure of composition C20H28NO5RuS.

Computed properties:
E_HOMO (spin up / spin down) = -0.262 / -0.273 hartree
Net charge = 0
2S+1 = 6

```
56
Properties=species:S:1:pos:R:3:lowdin_spin:R:1
Ru 0.133 -0.416 -0.319 3.76
C 3.234 -0.172 1.218 0.00
O 1.865 0.132 1.502 0.05
C 1.708 1.419 2.074 0.00
C 0.251 1.589 2.441 0.00
O -0.592 1.520 1.303 0.04
C -0.748 2.782 0.653 0.00
H 3.816 -0.102 2.141 0.00
H 3.629 0.507 0.461 0.00
H 3.264 -1.180 0.818 0.00
H 2.044 2.184 1.365 0.00
H 2.323 1.500 2.978 0.00
H 0.102 2.538 2.964 0.00
H -0.050 0.777 3.104 0.00
H -1.185 3.499 1.354 0.00
H -1.400 2.617 -0.196 0.00
H 0.210 3.162 0.288 0.00
O 3.392 -0.484 -2.899 0.02
C 2.357 -0.945 -2.451 0.02
O 1.936 -0.661 -1.249 0.21
C 1.520 -1.892 -3.286 0.02
C 1.939 -2.014 -4.614 0.00
C 1.283 -2.824 -5.518 0.01
C 0.176 -3.548 -5.094 0.00
C -0.253 -3.445 -3.786 0.02
C 0.398 -2.622 -2.856 0.03
S -0.314 -2.657 -1.234 0.29
H 2.807 -1.440 -4.907 0.00
H 1.628 -2.892 -6.542 0.00
H -0.357 -4.192 -5.783 0.00
H -1.119 -4.004 -3.455 0.00
C -2.501 0.957 -3.234 0.01
C -1.032 0.724 -2.919 0.03
C -0.123 1.741 -3.591 0.01
O -0.849 0.796 -1.517 0.35
H -2.691 0.839 -4.302 0.00
H -2.800 1.965 -2.937 0.00
H -3.117 0.238 -2.693 0.00
H -0.757 -0.277 -3.276 0.00
H -0.377 2.751 -3.261 0.00
H -0.226 1.694 -4.677 0.00
H 0.921 1.544 -3.339 0.00
C -2.729 -4.238 4.259 0.00
C -2.088 -3.265 3.315 0.00
C -0.737 -2.947 3.398 0.00
C -0.183 -2.067 2.487 0.01
N -0.895 -1.489 1.517 0.08
C -2.194 -1.789 1.430 0.01
C -2.821 -2.658 2.301 0.00
H -2.074 -4.470 5.097 0.00
H -2.958 -5.170 3.740 0.00
H -3.667 -3.842 4.649 0.00
H -0.111 -3.389 4.162 0.00
H 0.867 -1.809 2.524 0.00
H -2.739 -1.315 0.623 0.00
H -3.876 -2.863 2.180 0.00
```



[3]
DFT (wB97M-V/def2-TZVPD) results for a structure of composition C20H29As3O2PdS.

Computed properties:
E_HOMO = -0.006 hartree
Net charge = -2

```
56
Properties=species:S:1:pos:R:3:nbo_charge:R:1
Pd 0.916 0.575 0.638 -0.05
C -0.688 -1.774 3.282 -0.97
As 0.624 -1.476 1.864 0.97
C 2.075 -2.542 2.701 -0.98
C 0.059 -2.859 0.568 -0.35
C -0.109 -4.186 0.951 -0.22
C -0.498 -5.156 0.038 -0.24
C -0.725 -4.797 -1.285 -0.23
C -0.562 -3.475 -1.672 -0.25
C -0.172 -2.499 -0.759 -0.19
As 0.019 -0.608 -1.300 0.95
C -1.617 -0.448 -2.375 -0.97
C 1.231 -0.944 -2.839 -0.98
H -0.827 -2.842 3.471 0.19
H -1.631 -1.311 2.989 0.30
H -0.307 -1.291 4.185 0.20
H 1.726 -3.503 3.086 0.19
H 2.478 -1.951 3.526 0.21
H 2.867 -2.702 1.969 0.21
H 0.052 -4.473 1.985 0.19
H -0.631 -6.184 0.359 0.19
H -1.036 -5.543 -2.010 0.19
H -0.757 -3.200 -2.704 0.19
H -1.586 -1.092 -3.257 0.18
H -1.734 0.593 -2.678 0.23
H -2.436 -0.715 -1.710 0.27
H 0.859 -1.725 -3.508 0.19
H 2.213 -1.222 -2.455 0.22
H 1.326 -0.010 -3.397 0.21
O -2.279 -0.921 0.665 -0.81
C -2.855 0.063 1.206 0.76
O -3.383 0.108 2.332 -0.75
C -2.976 1.297 0.312 -0.06
C -4.045 1.324 -0.579 -0.24
C -4.238 2.369 -1.473 -0.28
C -3.328 3.420 -1.475 -0.26
C -2.259 3.406 -0.592 -0.25
C -2.048 2.359 0.323 -0.16
S -0.693 2.448 1.440 -0.50
H -4.737 0.487 -0.570 0.20
H -5.080 2.360 -2.158 0.18
H -3.445 4.250 -2.167 0.18
H -1.546 4.223 -0.589 0.20
C 4.555 2.100 -0.064 -0.98
As 2.626 2.227 0.391 0.98
C 2.846 3.486 1.880 -0.98
C 2.181 3.581 -0.960 -0.98
H 5.009 3.093 -0.136 0.19
H 4.659 1.583 -1.019 0.21
H 5.070 1.518 0.701 0.21
H 3.462 4.343 1.593 0.18
H 3.300 2.971 2.727 0.21
H 1.844 3.815 2.156 0.26
H 2.859 4.438 -0.913 0.18
H 1.156 3.884 -0.742 0.25
H 2.216 3.131 -1.953 0.21
```



[4]
DFT (wB97M-V/def2-TZVPD) results for a structure of composition C20H29BBrIrNO3Si.

Computed properties:
E_HOMO (spin up / spin down) = -0.505 / -0.505 hartree
Net charge = +2
2S+1 = 2

```
57
Properties=species:S:1:pos:R:3:lowdin_spin:R:1
Ir 0.530 0.571 0.152 0.87
O 4.978 4.998 -0.169 0.00
C 4.065 4.047 -0.082 0.00
C 4.329 2.681 -0.245 0.00
C 3.286 1.803 -0.140 0.01
N 2.010 2.171 0.123 0.01
C 1.779 3.488 0.284 0.00
Br 0.025 3.995 0.682 0.00
C 2.755 4.446 0.193 0.00
H 5.862 4.654 -0.359 0.00
H 5.325 2.316 -0.454 0.00
H 3.461 0.744 -0.277 0.00
H 2.524 5.492 0.331 0.00
O -2.127 0.613 -1.441 0.00
B -1.401 0.943 -0.318 0.01
O -2.162 1.681 0.582 0.00
C -3.405 1.829 -0.031 0.00
C -4.519 2.483 0.439 0.00
C -5.633 2.468 -0.399 0.00
C -5.607 1.827 -1.634 0.00
C -4.469 1.168 -2.094 0.00
C -3.381 1.191 -1.255 0.00
H -4.528 2.986 1.396 0.00
H -6.536 2.971 -0.084 0.00
H -6.491 1.844 -2.257 0.00
H -4.442 0.678 -3.057 0.00
C -0.968 -2.278 -1.807 0.00
Si 0.250 -1.479 -0.673 0.01
C -0.926 -1.295 1.980 0.00
C -0.525 -2.712 1.843 0.00
C -2.360 -0.999 1.828 0.00
C -0.079 -0.382 2.776 0.04
C 1.883 -2.440 -0.660 0.00
C 2.503 -1.906 -1.978 0.00
C 1.708 -3.957 -0.795 0.00
C 2.833 -2.115 0.495 0.00
H -1.327 -3.226 -1.394 0.00
H -0.453 -2.536 -2.737 0.00
H -1.816 -1.637 -2.029 0.00
H -1.020 -3.236 1.024 0.00
H -0.933 -3.172 2.760 0.00
H 0.545 -2.881 1.857 0.00
H -2.845 -1.582 1.046 0.00
H -2.584 0.062 1.752 0.00
H -2.792 -1.338 2.786 0.00
H 0.976 -0.651 2.771 0.00
H -0.438 -0.468 3.815 0.01
H -0.245 0.673 2.518 0.01
H 1.879 -2.110 -2.851 0.00
H 3.455 -2.417 -2.142 0.00
H 2.706 -0.831 -1.953 0.00
H 1.162 -4.226 -1.700 0.00
H 1.192 -4.404 0.057 0.00
H 2.692 -4.430 -0.858 0.00
H 2.932 -1.039 0.678 0.00
H 3.831 -2.498 0.269 0.00
H 2.535 -2.576 1.437 0.00
```



The energy above the lowest of the compared OMol25 structures with the same formula, charge and spin results, record by record, are as follows: 0.0; 0.0; 0.0; 0.0 kcal per mole.